Entry 1:
This record from the Open Molecules 2025 dataset describes a molecular structure, C34H38CoFN5O8PTe. The level of theory is ωB97M-V with the def2-TZVPD basis set.

```
89
Properties=species:S:1:pos:R:3:forces:R:3:mulliken_charge:R:1
Co -0.2104 0.6223 -2.3460 0.308 -0.034 -0.200 0.281
O -1.0033 -7.6043 -3.0233 -0.015 0.003 0.093 -0.470
C -0.0917 -6.6494 -2.7316 0.059 0.095 -0.367 0.673
O 1.0489 -6.9499 -2.5326 -0.014 -0.026 0.172 -0.531
C -0.5705 -5.2254 -2.7316 -0.031 -0.140 0.111 0.858
C 0.3842 -4.2292 -2.8856 0.009 0.111 -0.024 -1.127
C 0.0158 -2.8940 -2.8547 0.072 -0.093 -0.122 -0.086
C -1.3139 -2.5467 -2.6518 -0.050 0.349 -0.037 0.462
C -2.2761 -3.5388 -2.4974 -0.077 -0.092 0.094 -0.881
C -1.9034 -4.8710 -2.5427 -0.044 0.024 0.030 -1.182
N -1.6077 -1.1502 -2.5893 0.232 -0.327 0.094 0.526
C -2.7794 -0.7146 -2.7694 -0.223 0.308 -0.148 -0.052
C -3.0316 0.7438 -2.7016 0.151 -0.451 -0.023 0.089
C -4.2986 1.2591 -2.8701 -0.149 0.162 -0.025 -0.926
C -4.4698 2.6389 -2.8214 -0.066 -0.147 -0.023 -0.387
C -3.3651 3.4360 -2.6097 0.137 0.067 0.014 -0.858
C -2.1184 2.8392 -2.4503 -0.081 -0.036 -0.028 -0.303
N -1.9606 1.5206 -2.4921 -0.017 0.189 0.102 0.912
H -1.8322 -7.2056 -3.3091 -0.034 0.011 -0.008 0.303
H 1.4179 -4.5126 -3.0294 -0.005 0.006 0.006 0.486
H 0.7437 -2.1088 -3.0047 0.025 0.016 0.025 0.561
H -3.3133 -3.2941 -2.3086 0.024 0.021 0.022 0.317
H -2.6701 -5.6199 -2.3801 0.026 -0.028 0.006 0.271
H -3.6316 -1.3523 -3.0133 0.024 0.037 -0.006 0.336
H -5.1305 0.5908 -3.0482 -0.009 0.019 0.000 0.493
H -5.4500 3.0759 -2.9570 0.000 -0.007 -0.002 0.439
H -3.4447 4.5135 -2.5789 -0.001 -0.005 0.004 0.463
H -1.2103 3.4150 -2.3104 -0.020 0.021 0.008 0.336
F -2.6836 1.0540 3.8928 0.011 -0.025 0.039 -0.340
C -1.4502 0.6247 3.5412 0.026 0.033 0.105 0.262
C -1.1125 0.6013 2.2211 -0.098 0.041 -0.050 -0.513
C 0.1647 0.2152 1.8189 0.108 -0.003 -0.147 0.842
C 0.4731 0.1881 0.3802 0.158 0.021 0.082 1.642
O -0.3916 0.5970 -0.4205 -0.194 -0.027 0.131 -0.893
C 1.7562 -0.3162 0.0406 -0.095 -0.157 -0.004 -0.336
C 2.6246 -0.6119 1.0418 0.044 -0.057 0.051 -0.301
N 2.3852 -0.5221 2.3727 0.061 0.102 0.015 0.138
C 3.5576 -0.7148 3.2222 -0.098 -0.036 -0.040 -0.159
C 3.6053 -1.5116 4.4860 0.045 -0.031 0.015 -0.561
C 3.8142 -0.0093 4.5124 0.009 0.009 0.019 -0.495
C 1.1147 -0.1453 2.7874 0.042 -0.068 0.042 -0.365
C 0.7192 -0.1609 4.1329 0.088 -0.063 -0.019 -0.120
C -0.5435 0.2263 4.5323 -0.162 -0.019 -0.012 -1.865
N -0.8518 0.1680 5.9218 0.035 0.087 0.026 0.240
C -0.0243 0.9517 6.8308 -0.043 0.012 -0.028 -0.518
C 0.2122 0.1106 8.0926 -0.034 -0.041 0.045 -0.786
N -0.9303 -0.8677 8.1993 -0.002 0.044 -0.069 -0.155
C -2.2305 -0.1849 7.8830 0.048 -0.047 0.028 -0.703
C -2.2379 0.1447 6.3795 0.074 -0.042 -0.038 -0.733
C 2.2783 -0.5499 -1.3746 0.276 0.663 0.252 0.057
O 3.4223 -0.9748 -1.4728 -0.160 -0.232 -0.085 -0.807
O 1.5102 -0.2194 -2.3292 -0.132 -0.342 -0.158 -0.142
H -1.8290 0.9036 1.4683 0.019 -0.003 0.003 0.657
H 3.6084 -0.9522 0.7424 -0.002 0.020 -0.023 0.560
H 4.4230 -0.8233 2.5881 -0.004 -0.004 -0.020 0.482
H 4.4702 -2.1460 4.6180 -0.002 0.002 0.006 0.343
H 2.6958 -1.9375 4.8831 -0.016 0.042 -0.013 0.170
H 4.8144 0.3680 4.6693 0.000 -0.011 -0.003 0.309
H 3.0411 0.6231 4.9209 0.005 -0.004 0.009 0.132
H 1.3879 -0.5229 4.8949 -0.031 0.015 0.000 0.676
H -0.5082 1.9025 7.0847 0.007 0.010 0.013 0.304
H 0.9310 1.1896 6.3726 -0.008 0.000 -0.024 0.381
H 0.2189 0.7081 9.0018 0.009 -0.002 0.008 0.378
H 1.1264 -0.4773 8.0399 0.013 0.010 -0.015 0.436
H -0.9480 -1.3154 9.1144 -0.006 0.027 0.015 0.329
H -0.7783 -1.5873 7.4890 -0.010 -0.018 0.013 0.380
H -2.2647 0.7049 8.5082 -0.018 0.007 -0.001 0.349
H -3.0483 -0.8428 8.1649 -0.009 -0.003 -0.010 0.382
H -2.7609 1.0933 6.2412 -0.012 0.026 -0.006 0.434
H -2.7797 -0.6217 5.8287 -0.008 0.000 -0.034 0.507
C 3.9950 0.6637 -5.1286 0.046 0.017 0.003 -0.822
C 3.2309 1.8014 -5.7624 -0.011 -0.166 0.044 -0.293
O 1.8195 1.4925 -5.7781 0.097 0.268 -0.070 -0.414
P 0.7693 1.9555 -4.6841 -0.221 -0.121 0.006 0.814
O -0.0531 0.7419 -4.2841 0.090 0.221 0.125 -0.725
Te 1.6874 3.1995 -2.8761 -0.134 -0.117 0.034 -0.310
O -0.2666 2.8691 -5.4988 -0.024 -0.045 0.009 -0.324
C 0.1531 4.0947 -6.1140 0.036 -0.082 -0.071 -0.118
C -1.0777 4.9256 -6.3817 -0.020 0.047 0.005 -1.285
H 5.0660 0.8727 -5.1675 -0.009 -0.006 0.014 0.402
H 3.8035 -0.2682 -5.6607 -0.002 0.002 -0.001 0.286
H 3.7007 0.5345 -4.0864 0.001 -0.006 0.001 0.027
H 3.5070 1.9489 -6.8056 -0.021 -0.015 -0.019 0.323
H 3.3916 2.7350 -5.2217 -0.012 0.015 0.008 0.319
H 0.6786 3.8550 -7.0415 0.006 -0.008 0.006 0.237
H 0.8430 4.6169 -5.4461 0.002 0.016 0.020 0.323
H -1.7845 4.3797 -7.0067 0.013 -0.007 -0.004 0.311
H -0.8018 5.8482 -6.8941 -0.006 -0.004 0.008 0.397
H -1.5713 5.1853 -5.4442 0.004 0.000 -0.005 0.249
```
Positions in Å, forces in eV/Å.

Relative energy (zero: lowest compared OMol25 entry of this formula, charge and spin), kcal/mol: 3.8
⟨S²⟩: 0.758
Charge: +1
DFT total energy, eV: -116628.9514
Multiplicity: 2
Frontier orbital gap (spin up / spin down), Eh: 0.1787 / 0.1820

Entry 2:
This record from the Open Molecules 2025 dataset describes 2 unconnected molecules or ions with the total composition C6H12O. The level of theory is ωB97M-V with the def2-TZVPD basis set.

```
19
Properties=species:S:1:pos:R:3:forces:R:3:nbo_charge:R:1
C 2.5658 -0.4236 -0.2514 0.150 0.104 0.019 -0.304
O 1.2164 -0.9507 -0.0963 -0.357 0.201 0.189 -0.414
C 0.3002 -0.0861 0.0127 -0.122 -0.248 -0.511 0.788
C 0.1727 1.3390 -0.2090 0.132 -0.185 -0.110 -0.687
C -1.3584 1.1778 -0.1054 -0.238 0.089 0.045 -0.377
C -1.1332 -0.2936 0.3679 0.066 -0.068 0.036 -0.334
C -1.8676 -1.4309 -0.3269 -0.023 -0.055 -0.022 -0.601
H 2.7125 0.1773 0.6616 0.132 -0.069 -0.212 0.274
H 2.6180 0.1645 -1.1699 -0.001 -0.057 0.096 0.186
H 3.2105 -1.2974 -0.3027 -0.049 0.123 0.022 0.208
H 1.3107 0.7168 2.0260 -0.021 0.104 0.144 -0.713
H 0.6519 1.4973 0.8704 -0.001 0.028 0.062 0.357
H 0.7009 1.8873 -0.9881 0.028 -0.058 0.173 0.251
H -1.8884 1.2281 -1.0624 0.119 -0.009 0.146 0.207
H -1.8524 1.8279 0.6193 0.085 -0.075 -0.089 0.221
H -1.1774 -0.3789 1.4598 -0.003 0.021 -0.061 0.278
H -2.9357 -1.3813 -0.0960 0.151 0.012 -0.014 0.227
H -1.7546 -1.3703 -1.4144 -0.011 0.004 0.127 0.208
H -1.4917 -2.4032 0.0047 -0.038 0.138 -0.039 0.226
```
Positions in Å, forces in eV/Å.

Relative energy (zero: lowest compared OMol25 entry of this formula, charge and spin), kcal/mol: 140.2
DFT total energy, eV: -8458.2747
Frontier orbital gap, Eh: 0.2259

Entry 3:
This record from the Open Molecules 2025 dataset describes a single C3H6BrNO2 molecule. The level of theory is ωB97M-V with the def2-TZVPD basis set.

```
13
Properties=species:S:1:pos:R:3:forces:R:3:nbo_charge:R:1
C -1.6116 0.3584 0.0362 0.077 -1.574 2.510 -0.617
C -0.1773 0.6318 -0.4968 -2.321 1.107 3.295 -0.462
C 0.8518 0.1512 0.4742 2.217 -0.749 -3.327 -0.029
Br 2.6800 1.0496 0.0679 -1.505 -0.549 0.607 -0.006
N 1.1133 -1.2527 0.0585 1.354 -2.190 -1.092 0.482
O 1.2710 -2.1807 0.8479 -0.502 1.511 -0.009 -0.354
O 1.2246 -1.3851 -1.1507 -0.022 -0.647 0.480 -0.375
H -1.7268 -0.7846 0.1441 0.158 1.600 0.050 0.209
H -2.4552 0.6331 -0.5565 -0.108 0.500 -1.003 0.231
H -1.8627 0.8164 1.0702 0.813 -0.727 -1.529 0.212
H 0.0489 1.6417 -0.5642 -0.230 2.198 -0.450 0.225
H -0.1078 0.2001 -1.4197 0.705 -1.013 -2.140 0.257
H 0.7518 0.1209 1.4888 -0.637 0.534 2.608 0.227
```
Positions in Å, forces in eV/Å.

Relative energy (zero: lowest compared OMol25 entry of this formula, charge and spin), kcal/mol: 83.3
DFT total energy, eV: -78832.0862
SMILES: CC[C@H](Br)[N+](=O)[O-]
Frontier orbital gap, Eh: 0.3704

- Among the records above, which one has the lowest DFT total energy?
  C34H38CoFN5O8PTe

- Which value of DFT total energy does entry 1 give?
  -116628.9514 eV

- Which value of relative energy (zero: lowest compared OMol25 entry of this formula, charge and spin) does entry 3 give?
  83.3 kcal/mol

- Which value of relative energy (zero: lowest compared OMol25 entry of this formula, charge and spin) does entry 3 give?
  83.3 kcal/mol